# 1
Molecular formula: C52H159BF4N12O21
Method: DFT, wB97M-V/def2-TZVPD

Positions of all 249 atoms, in Å:
O 0.678 0.659 5.386
H 1.144 0.285 6.138
H 1.203 1.246 4.837
H 0.214 0.060 4.796
O 3.523 0.504 2.275
H 4.255 0.841 1.754
H 3.274 1.131 2.958
H 2.772 0.484 1.677
O -0.189 2.451 2.258
H 0.270 1.699 1.876
H -1.113 2.245 2.418
H -0.052 3.234 1.720
C 4.775 2.635 5.034
C 3.258 2.946 4.983
O 2.489 2.110 4.139
H 5.070 3.163 5.941
H 5.311 2.944 4.137
H 4.973 1.565 5.096
H 3.276 3.971 4.611
H 2.799 3.030 5.968
C -1.013 -0.077 -0.278
C 0.478 -0.256 -0.084
O 1.000 0.370 1.029
H -1.266 0.982 -0.322
H -1.673 -0.428 0.516
H -1.335 -0.505 -1.228
H 1.015 0.144 -0.944
H 0.619 -1.336 -0.053
B -4.068 -1.656 2.835
F -4.941 -2.484 2.138
F -4.808 -0.758 3.574
F -3.328 -2.442 3.696
F -3.164 -0.968 2.059
C -5.465 3.017 -3.382
C -4.623 4.058 -4.100
C -5.417 4.567 -5.406
O -4.539 5.220 -6.347
C -5.278 5.644 -7.470
N -4.216 5.124 -3.191
H -4.888 2.689 -2.517
H -5.680 2.155 -4.014
H -6.381 3.486 -3.023
H -3.810 3.473 -4.529
H -6.211 5.264 -5.137
H -5.917 3.686 -5.809
H -4.659 6.270 -8.112
H -6.211 6.127 -7.180
H -5.400 4.755 -8.089
H -3.810 5.797 -3.824
H -5.019 5.568 -2.768
C -2.313 -7.833 -2.030
C -1.016 -7.191 -2.065
C -1.010 -5.766 -1.471
O 0.059 -5.053 -2.004
C 0.338 -3.818 -1.366
N -0.043 -8.057 -1.526
H -2.617 -7.982 -0.993
H -2.311 -8.818 -2.496
H -2.954 -7.138 -2.572
H -0.746 -7.163 -3.121
H -0.850 -5.904 -0.402
H -1.974 -5.261 -1.532
H 0.602 -3.903 -0.312
H -0.427 -3.051 -1.487
H 1.213 -3.381 -1.849
H 0.783 -7.483 -1.431
H -0.313 -8.135 -0.556
C 2.427 5.474 -3.929
C 1.286 4.591 -4.435
C -0.009 4.566 -3.515
O 0.275 4.089 -2.194
C 0.333 2.678 -2.168
N 0.966 4.846 -5.817
H 1.989 6.456 -3.751
H 3.206 5.492 -4.692
H 2.903 5.142 -3.006
H 1.569 3.539 -4.456
H -0.876 4.021 -3.889
H -0.454 5.559 -3.449
H -0.693 2.315 -2.226
H 0.789 2.319 -1.245
H 0.826 2.210 -3.020
H 0.063 4.496 -6.105
H 1.583 4.297 -6.398
C -2.114 0.410 -5.003
C -0.930 -0.288 -5.643
C 0.037 -0.984 -4.646
O 1.053 -1.842 -5.250
C 2.027 -1.026 -5.951
N -1.548 -1.325 -6.481
H -2.732 0.995 -5.684
H -1.848 1.111 -4.212
H -2.778 -0.332 -4.559
H -0.423 0.533 -6.149
H -0.582 -1.656 -4.052
H 0.443 -0.222 -3.981
H 1.605 -0.559 -6.841
H 2.767 -1.775 -6.232
H 2.632 -0.313 -5.392
H -0.751 -1.922 -6.650
H -2.250 -1.810 -5.941
C 3.847 1.986 -0.933
C 4.729 2.942 -0.041
C 3.944 4.053 0.691
O 3.244 4.955 -0.129
C 4.024 5.882 -0.928
N 5.473 2.214 0.943
H 3.002 1.575 -0.381
H 4.374 1.153 -1.399
H 3.375 2.454 -1.797
H 5.507 3.342 -0.691
H 4.478 4.625 1.450
H 3.172 3.536 1.261
H 4.887 6.274 -0.387
H 3.323 6.628 -1.301
H 4.438 5.413 -1.820
H 6.020 2.959 1.352
H 6.153 1.751 0.358
C 1.357 5.642 3.017
C 0.354 5.831 1.834
C 0.599 7.085 0.973
O -0.229 6.856 -0.210
C -0.158 7.840 -1.228
N 0.485 4.672 0.884
H 1.166 6.420 3.756
H 2.407 5.673 2.726
H 1.016 4.800 3.619
H -0.670 5.768 2.202
H 1.677 7.109 0.818
H 0.348 8.064 1.380
H -0.633 8.781 -0.949
H -0.626 7.613 -2.186
H 0.881 7.988 -1.521
H 1.459 4.643 0.617
H 0.110 4.954 -0.011
C -6.786 0.411 -1.544
C -6.628 -0.729 -0.520
C -7.285 -2.077 -0.970
O -8.600 -1.984 -1.392
C -9.545 -1.572 -0.352
N -5.180 -1.039 -0.335
H -7.820 0.564 -1.855
H -6.233 0.206 -2.461
H -6.423 1.349 -1.123
H -7.031 -0.392 0.435
H -7.316 -2.852 -0.204
H -6.843 -2.486 -1.879
H -10.525 -1.404 -0.798
H -9.295 -0.626 0.128
H -9.722 -2.306 0.434
H -5.092 -1.698 0.425
H -4.713 -0.210 0.003
C 3.957 -2.491 -2.772
C 4.325 -3.767 -3.531
C 3.135 -4.839 -3.355
O 3.505 -6.063 -3.970
C 2.438 -6.948 -3.951
N 4.759 -3.513 -4.891
H 3.446 -2.605 -1.816
H 3.382 -1.845 -3.437
H 4.868 -1.954 -2.510
H 5.254 -4.029 -3.025
H 2.420 -4.411 -4.056
H 2.799 -4.828 -2.318
H 2.053 -7.099 -2.942
H 2.752 -7.900 -4.379
H 1.600 -6.591 -4.550
H 5.437 -2.764 -4.884
H 3.990 -3.259 -5.495
C -2.908 -7.699 2.994
C -2.407 -6.926 4.173
C -1.717 -5.624 3.757
O -0.600 -5.807 2.921
C 0.009 -4.578 2.630
N -3.528 -6.720 5.042
H -3.210 -8.662 3.404
H -2.082 -7.829 2.294
H -3.767 -7.312 2.445
H -1.751 -7.584 4.743
H -1.354 -5.231 4.707
H -2.542 -5.075 3.305
H -0.686 -3.952 2.070
H 0.871 -4.750 1.985
H 0.323 -3.956 3.468
H -4.225 -6.018 4.837
H -3.210 -6.402 5.946
C -3.394 3.897 3.691
C -3.618 2.585 2.973
C -3.884 2.808 1.438
O -2.594 3.224 0.821
C -2.649 3.374 -0.620
N -2.458 1.766 3.292
H -4.048 4.638 3.232
H -2.360 4.232 3.607
H -3.649 3.828 4.748
H -4.526 2.118 3.356
H -4.676 3.553 1.358
H -4.157 1.901 0.900
H -3.434 4.128 -0.682
H -2.912 2.477 -1.181
H -1.702 3.807 -0.941
H -2.800 0.859 3.010
H -2.290 1.792 4.288
C 1.043 -2.018 7.462
C 2.427 -1.663 7.066
C 2.833 -2.193 5.677
O 2.538 -3.583 5.583
C 3.008 -4.263 4.479
N 2.539 -0.198 7.099
H 0.737 -1.648 8.441
H 0.964 -3.105 7.482
H 0.321 -1.596 6.763
H 3.065 -2.233 7.742
H 3.889 -2.074 5.437
H 2.168 -1.677 4.984
H 4.070 -4.498 4.408
H 2.634 -3.867 3.535
H 2.507 -5.231 4.500
H 2.383 0.115 8.046
H 3.518 0.027 6.996
C 5.755 -1.925 3.175
C 6.560 -0.891 2.287
C 8.064 -1.135 2.209
O 8.717 -1.165 3.444
C 8.571 0.014 4.321
N 5.919 -0.802 0.983
H 4.718 -2.037 2.860
H 5.766 -1.548 4.197
H 6.184 -2.927 3.158
H 6.417 0.079 2.764
H 8.585 -0.374 1.627
H 8.354 -2.078 1.745
H 9.050 0.946 4.020
H 9.161 -0.254 5.197
H 7.527 0.189 4.578
H 5.792 -1.723 0.589
H 6.523 -0.272 0.372
O -2.673 -3.340 0.395
H -1.775 -3.280 0.721
H -3.180 -2.781 0.983
O -0.441 -0.708 3.548
H -0.028 -0.541 2.701
H -1.062 -1.416 3.377
O -2.772 -3.451 -4.916
H -2.753 -3.216 -3.989
H -2.044 -4.062 -5.025
O -3.782 -2.749 -2.041
H -4.327 -2.103 -1.592
H -3.290 -3.176 -1.341

Charge: 0
E_HOMO: -8.446 eV

=====

# 2
Molecular formula: C52H28CrN9S2
Method: DFT, wB97M-V/def2-TZVPD

Positions of all 92 atoms, in Å:
Cr 0.138 0.031 0.227
C 0.098 2.474 -6.974
C 0.216 3.152 -5.764
C 0.069 2.470 -4.570
C -0.203 1.099 -4.551
C -0.302 0.432 -5.760
C -0.160 1.115 -6.964
C -0.277 0.402 -3.185
C -1.229 1.120 -2.285
C -2.337 1.850 -2.725
C -3.088 2.148 -1.601
C -2.425 1.570 -0.511
N -1.248 0.970 -0.939
C -2.973 1.424 0.778
C -2.357 0.810 1.833
C -2.953 0.551 3.108
C -2.009 -0.027 3.889
C -0.806 -0.112 3.099
C 0.438 -0.553 3.580
C 0.540 -1.035 4.986
C 0.846 -2.368 5.256
C 0.962 -2.817 6.565
C 0.767 -1.944 7.626
C 0.458 -0.615 7.369
C 0.349 -0.166 6.061
C 1.597 -0.478 2.821
N 1.687 -0.118 1.508
C 3.040 -0.200 1.167
C 3.564 -0.052 -0.077
C 5.043 -0.170 -0.241
C 5.657 -1.418 -0.256
C 7.033 -1.527 -0.411
C 7.810 -0.386 -0.558
C 7.203 0.863 -0.552
C 5.828 0.969 -0.397
C 2.816 0.152 -1.269
C 3.353 0.243 -2.554
C 2.276 0.359 -3.428
C 1.124 0.338 -2.648
N 1.435 0.214 -1.329
C 3.800 -0.546 2.347
C 2.925 -0.737 3.351
N -1.035 0.360 1.847
C -4.375 1.901 0.969
C -4.652 3.007 1.763
C -5.962 3.441 1.931
C -7.001 2.765 1.306
C -6.726 1.657 0.514
C -5.420 1.225 0.341
H 0.204 3.006 -7.912
H 0.423 4.216 -5.753
H 0.168 2.999 -3.631
H -0.496 -0.631 -5.764
H -0.266 0.572 -7.895
H -2.565 2.088 -3.751
H -4.031 2.667 -1.558
H -3.976 0.780 3.359
H -2.106 -0.369 4.905
H 0.994 -3.060 4.436
H 1.200 -3.858 6.748
H 0.855 -2.297 8.647
H 0.308 0.077 8.190
H 0.116 0.872 5.857
H 5.044 -2.305 -0.147
H 7.496 -2.506 -0.419
H 8.883 -0.470 -0.680
H 7.802 1.758 -0.669
H 5.346 1.939 -0.397
H 4.401 0.209 -2.803
H 2.308 0.457 -4.500
H 4.874 -0.638 2.376
H 3.132 -1.020 4.369
H -3.834 3.527 2.248
H -6.169 4.307 2.548
H -8.022 3.103 1.434
H -7.531 1.125 0.021
H -5.189 0.358 -0.269
S -3.373 -1.714 -0.997
C -3.538 -1.384 -2.636
C -4.912 -1.175 -3.062
N -6.014 -0.999 -3.345
C -2.571 -1.266 -3.626
S -0.848 -1.391 -3.292
C -2.967 -1.083 -4.978
N -3.260 -0.947 -6.088
N 0.005 -1.958 0.233
C 0.272 -3.073 0.379
C 0.630 -4.398 0.595
C 0.669 -5.340 -0.459
N 0.726 -6.137 -1.292
C 0.991 -4.783 1.907
N 1.288 -5.099 2.979

Multiplicity: 4
Charge: -2
Relative energy (zero: lowest compared OMol25 entry of this formula, charge and spin): 0.8 kJ/mol
E_HOMO (spin up / spin down): -1.886 / -1.918 eV

=====

# 3
Molecular formula: C52H37N8STc
Method: DFT, wB97M-V/def2-TZVPD

Positions of all 99 atoms, in Å:
Tc 0.081 0.762 0.550
C 2.367 -1.765 7.557
C 3.023 -2.233 6.427
C 2.624 -1.812 5.167
C 1.563 -0.923 5.020
C 0.907 -0.462 6.159
C 1.308 -0.876 7.421
C 1.142 -0.471 3.661
C 2.058 0.256 2.915
C 3.326 0.724 3.427
C 3.970 1.325 2.409
C 3.135 1.191 1.229
N 1.939 0.604 1.579
C 3.627 1.456 -0.059
C 2.972 0.935 -1.178
C 3.311 1.127 -2.618
C 2.285 0.670 -3.328
C 1.206 0.273 -2.332
C -1.111 1.443 -2.649
C -1.439 1.805 -4.050
C -2.320 2.857 -4.310
C -2.618 3.230 -5.613
C -2.031 2.563 -6.679
C -1.147 1.521 -6.433
C -0.855 1.147 -5.130
C -2.063 1.183 -1.708
N -1.815 0.849 -0.376
C -2.985 0.406 0.143
C -3.144 -0.288 1.348
C -4.538 -0.706 1.701
C -4.960 -2.019 1.514
C -6.259 -2.392 1.836
C -7.148 -1.455 2.346
C -6.735 -0.142 2.532
C -5.435 0.229 2.212
C -2.108 -0.666 2.206
C -2.295 -1.473 3.384
C -1.099 -1.565 4.008
C -0.157 -0.801 3.237
N -0.775 -0.306 2.117
C -4.051 0.581 -0.833
C -3.489 1.043 -1.962
N 1.855 0.242 -1.065
C 4.881 2.245 -0.225
C 5.997 1.710 -0.866
C 7.150 2.468 -1.036
C 7.206 3.770 -0.557
C 6.104 4.311 0.092
C 4.951 3.555 0.253
H 2.678 -2.093 8.540
H 3.845 -2.930 6.526
H 3.133 -2.182 4.284
H 0.078 0.231 6.055
H 0.792 -0.506 8.299
H 3.672 0.588 4.440
H 4.959 1.758 2.413
H 4.213 1.590 -2.991
H 2.156 0.718 -4.403
H -2.767 3.392 -3.478
H -3.303 4.049 -5.794
H -2.262 2.852 -7.696
H -0.690 0.991 -7.260
H -0.181 0.316 -4.952
H -4.267 -2.748 1.107
H -6.578 -3.416 1.683
H -8.160 -1.747 2.598
H -7.423 0.594 2.929
H -5.109 1.253 2.356
H -3.235 -1.901 3.695
H -0.865 -2.097 4.917
H -5.084 0.316 -0.668
H -3.966 1.217 -2.914
H 5.966 0.684 -1.217
H 8.010 2.035 -1.531
H 8.105 4.359 -0.688
H 6.144 5.326 0.470
H 4.087 3.976 0.758
C 0.446 4.324 -1.929
C 0.351 3.317 -0.832
N 0.378 2.042 -0.987
N 0.275 1.504 -2.280
C 0.440 -1.041 -2.426
N 0.480 -1.683 -3.587
S -0.335 -1.601 -1.080
C 0.203 3.668 0.579
C 0.242 4.961 1.076
C 0.091 5.172 2.433
C -0.107 4.080 3.268
C -0.149 2.818 2.719
N 0.003 2.611 1.402
H 0.145 3.896 -2.881
H 1.484 4.658 -2.020
H -0.175 5.195 -1.724
H 1.086 -1.380 -4.332
H 0.049 -2.591 -3.660
H 0.401 5.788 0.395
H 0.124 6.174 2.840
H -0.233 4.202 4.335
H -0.306 1.934 3.323

Multiplicity: 4
Charge: +1
Relative energy (zero: lowest compared OMol25 entry of this formula, charge and spin): 0.0 kJ/mol
E_HOMO (spin up / spin down): -8.632 / -9.303 eV

=====

no.,electronic energy (eV)
1,-128923.46489
2,-117885.72600
3,-79473.77754